Entry 1:
{"formula": "C20H30F6Na3O15P", "method": "wB97M-V/def2-TZVPD", "energy_ha": -3335.8646, "total_charge": 2, "lumo_ev": -7.63, "homo_lumo_gap_ev": 6.15, "symbols": ["Na", "Na", "Na", "P", "F", "F", "F", "F", "F", "F", "C", "C", "C", "O", "C", "O", "O", "H", "H", "H", "H", "H", "H", "C", "C", "C", "O", "C", "O", "O", "H", "H", "H", "H", "H", "H", "C", "C", "C", "O", "C", "O", "O", "H", "H", "H", "H", "H", "H", "C", "C", "C", "O", "C", "O", "O", "H", "H", "H", "H", "H", "H", "C", "C", "C", "O", "C", "O", "O", "H", "H", "H", "H", "H", "H"], "coordinates": [[8.032, -18.762, -6.271], [10.458, -21.663, -10.304], [7.800, -18.053, -12.040], [9.712, -18.019, -9.226], [9.884, -17.281, -10.703], [8.246, -18.390, -9.692], [10.287, -19.370, -9.818], [9.555, -18.886, -7.959], [11.175, -17.711, -8.629], [9.137, -16.698, -8.682], [6.373, -14.985, -9.540], [4.854, -14.948, -9.278], [4.564, -15.308, -7.823], [4.486, -14.004, -7.156], [4.337, -13.079, -8.118], [4.174, -11.863, -7.986], [4.381, -13.702, -9.330], [6.990, -14.333, -8.921], [6.575, -14.495, -10.492], [6.741, -16.011, -9.508], [4.388, -15.480, -10.107], [5.209, -16.025, -7.315], [3.505, -15.457, -7.611], [9.917, -13.541, -10.023], [10.250, -12.599, -8.803], [10.499, -11.247, -9.236], [9.752, -10.395, -8.366], [8.906, -11.171, -7.651], [7.954, -10.832, -6.966], [9.080, -12.481, -7.936], [9.378, -14.469, -9.831], [10.814, -14.129, -10.214], [9.519, -13.061, -10.917], [11.127, -12.951, -8.259], [10.263, -11.057, -10.283], [11.537, -10.921, -9.299], [12.937, -15.386, -5.890], [11.573, -15.258, -5.327], [10.419, -15.953, -6.102], [9.873, -16.911, -5.143], [10.663, -16.784, -3.963], [10.495, -17.387, -2.867], [11.641, -15.980, -4.140], [13.041, -16.404, -6.264], [13.690, -15.081, -5.163], [12.946, -14.682, -6.722], [11.320, -14.217, -5.130], [10.826, -16.578, -6.898], [9.640, -15.250, -6.397], [13.931, -17.120, -12.303], [12.979, -18.316, -12.334], [13.413, -19.210, -13.618], [13.311, -20.546, -13.125], [13.382, -20.514, -11.830], [13.446, -21.450, -11.056], [13.402, -19.287, -11.342], [13.644, -16.392, -13.061], [14.957, -17.414, -12.526], [13.879, -16.788, -11.266], [11.905, -18.163, -12.437], [14.344, -18.915, -14.100], [12.640, -19.153, -14.384], [12.912, -19.757, -6.027], [12.793, -19.825, -4.462], [12.561, -21.171, -3.756], [13.833, -21.286, -3.045], [14.643, -20.286, -3.231], [15.658, -19.964, -2.626], [14.027, -19.335, -3.978], [11.880, -19.750, -6.378], [13.496, -20.657, -6.222], [13.460, -18.958, -6.525], [12.082, -19.108, -4.053], [12.470, -21.983, -4.478], [11.756, -21.083, -3.027]], "mulliken_charge": [0.9826, 0.9718, 0.9524, 1.3837, -0.5163, -0.5070, -0.2647, -0.5083, -0.4908, -0.1119, -1.0704, 0.3664, -0.4009, -0.3401, 0.6730, -0.5227, -0.3884, 0.1783, 0.4668, 0.1243, 0.3777, 0.1733, 0.3342, -1.0678, 0.9871, -0.5816, -0.3153, 0.5229, -0.5329, -0.2636, -0.2005, 0.4109, 0.4547, -0.0380, 0.2560, 0.3675, -1.0482, 0.3839, 0.5160, -0.1787, 0.4779, -0.6199, -0.3063, 0.0978, 0.3887, 0.3407, 0.3354, -0.4751, 0.2155, -1.4283, 0.6831, -0.5268, -0.2998, 0.6791, -0.6215, -0.2814, 0.4053, 0.4070, 0.3433, 0.0832, 0.2897, 0.3202, -1.2233, 1.0587, -0.3844, -0.3236, 0.6429, -0.5579, -0.3473, 0.0805, 0.4520, 0.3036, -0.3468, 0.2752, 0.3273]}

***

Entry 2:
{"formula": "C3H4NO3S", "method": "wB97M-V/def2-TZVPD", "energy_ha": -795.4383, "total_charge": -1, "relative_energy_ev": 0.3687, "lumo_ev": 3.34, "homo_lumo_gap_ev": 8.86, "symbols": ["C", "C", "C", "N", "O", "O", "O", "S", "H", "H", "H", "H"], "coordinates": [[-0.901, -0.857, 1.201], [0.779, -0.412, -0.700], [0.319, 1.888, 2.890], [0.385, 2.976, 3.258], [-1.066, -0.705, 2.378], [-1.487, -1.501, 0.370], [0.299, 0.000, 0.545], [-0.089, 0.414, -2.117], [0.756, -1.448, -1.029], [1.818, -0.153, -0.798], [0.300, 0.895, 2.551], [-1.178, -0.132, -1.700]], "mulliken_charge": [0.6782, -0.4835, 0.3180, -0.4578, -0.6529, -0.6574, -0.4072, -0.2809, 0.3218, 0.3340, 0.1758, 0.1119]}

***

Entry 3:
{"formula": "C19H25N5O5", "method": "wB97M-V/def2-TZVPD", "smiles": "CCCCOC(=O)C1=C(C)Nc2nnnn2[C@H]1c1ccc(OC)c(OC)c1OC", "energy_ha": -1388.9311, "total_charge": 0, "relative_energy_ev": 3.6055, "lumo_ev": 0.52, "homo_lumo_gap_ev": 8.94, "symbols": ["C", "C", "C", "C", "O", "C", "O", "C", "C", "C", "N", "C", "N", "N", "N", "N", "C", "C", "C", "C", "C", "O", "C", "C", "O", "C", "C", "O", "C", "H", "H", "H", "H", "H", "H", "H", "H", "H", "H", "H", "H", "H", "H", "H", "H", "H", "H", "H", "H", "H", "H", "H", "H", "H"], "coordinates": [[5.718, 1.035, 3.039], [4.315, 1.319, 2.518], [3.244, 0.875, 3.512], [1.834, 1.141, 2.989], [1.577, 0.419, 1.790], [1.073, -0.821, 1.914], [0.841, -1.324, 2.993], [0.844, -1.428, 0.599], [0.454, -2.719, 0.441], [0.229, -3.710, 1.534], [0.249, -3.245, -0.813], [0.432, -2.482, -1.917], [0.308, -2.777, -3.192], [0.650, -1.665, -3.840], [0.969, -0.732, -3.050], [0.852, -1.204, -1.804], [1.028, -0.475, -0.575], [0.037, 0.671, -0.535], [0.466, 1.989, -0.503], [-0.443, 3.018, -0.460], [-1.819, 2.776, -0.517], [-2.579, 3.897, -0.482], [-3.989, 3.837, -0.461], [-2.265, 1.452, -0.611], [-3.615, 1.156, -0.748], [-3.960, 0.614, -2.012], [-1.330, 0.405, -0.566], [-1.734, -0.914, -0.618], [-2.587, -1.340, 0.431], [5.851, -0.029, 3.218], [5.892, 1.563, 3.974], [6.466, 1.358, 2.318], [4.163, 0.797, 1.572], [4.206, 2.390, 2.328], [3.346, -0.193, 3.713], [3.366, 1.410, 4.455], [1.708, 2.192, 2.720], [1.093, 0.855, 3.743], [0.467, -3.278, 2.499], [0.848, -4.590, 1.364], [-0.815, -4.021, 1.536], [-0.073, -4.192, -0.928], [2.041, -0.051, -0.564], [1.523, 2.201, -0.486], [-0.123, 4.046, -0.409], [-4.354, 3.191, 0.339], [-4.394, 3.495, -1.417], [-4.312, 4.863, -0.282], [-5.027, 0.400, -1.962], [-3.410, -0.305, -2.226], [-3.766, 1.336, -2.812], [-3.485, -0.724, 0.506], [-2.868, -2.364, 0.186], [-2.055, -1.322, 1.388]], "mulliken_charge": [-1.3846, 0.0403, -0.6850, -0.8305, -0.0016, 0.1230, -0.7017, -0.2269, 0.7664, -1.8456, 0.0491, 0.6543, -0.5955, -0.5766, -0.8503, 0.7013, 0.0849, -0.0038, -0.5739, -1.0925, 0.7207, -0.4792, -0.7303, 0.9779, -0.5388, -0.7924, 0.4291, -0.5386, -0.9572, 0.3219, 0.3309, 0.3937, 0.0677, 0.2785, 0.2998, 0.4596, 0.4404, 0.3736, 0.3822, 0.4620, 0.3902, 0.2867, 0.8765, 0.4354, 0.4503, 0.2842, 0.2456, 0.2950, 0.2735, 0.2606, 0.3663, 0.4031, 0.2246, 0.2555]}